Entry 1
{"formula": "C6H6N4", "method": "ωB97M-V/def2-TZVPD", "homo_energy_ha": -0.31965, "spin_multiplicity": 1, "smiles": "Nn1nnc2ccccc21", "symbols": ["C", "H", "C", "H", "N", "C", "C", "C", "N", "C", "H", "H", "H", "N", "H", "N"], "positions_angstrom": [[1.84, -0.43, -1.96], [-1.05, 1.69, -1.67], [0.70, 0.60, -2.36], [-1.38, 1.81, 2.53], [-0.63, -0.45, 1.98], [-0.34, 0.90, -1.34], [0.45, -0.75, 0.11], [-0.37, 0.34, -0.13], [0.18, -1.42, 1.38], [1.59, -1.13, -0.83], [1.83, -2.21, -0.65], [2.67, -0.36, -2.83], [-2.72, 0.95, 2.18], [-0.96, 0.49, 1.12], [0.68, 1.22, -3.23], [-1.91, 1.33, 1.61]]}


Entry 2
{"formula": "C6H6N4", "method": "ωB97M-V/def2-TZVPD", "homo_energy_ha": [-0.29675, -0.28628], "spin_multiplicity": 1, "symbols": ["N", "N", "C", "C", "C", "C", "H", "N", "C", "H", "H", "H", "H", "N", "C", "H"], "positions_angstrom": [[0.49, -0.24, 0.00], [-1.17, -1.71, -1.06], [0.13, -1.01, -1.12], [1.42, -0.65, 0.90], [-0.43, 0.81, 0.36], [-3.17, -1.22, 0.40], [1.41, -0.21, 1.89], [-4.09, -1.02, 1.09], [-2.21, -1.58, -0.46], [0.87, -1.80, -1.29], [-0.72, 1.36, -0.54], [0.04, -0.39, -2.02], [-1.35, 0.39, 0.80], [3.11, -2.47, 0.41], [2.33, -1.64, 0.63], [0.03, 1.49, 1.07]]}


Stability check: which of them is most stable? entry 2.


Entry 1
{"formula": "C24H24N2O5", "method": "ωB97M-V/def2-TZVPD", "homo_energy_ha": -0.31583, "spin_multiplicity": 1, "smiles": "COc1ccccc1C(=O)O/N=C(/C)c1ccc(N2C(=O)[C@H]3CCCC[C@H]3C2=O)cc1", "symbols": ["C", "H", "C", "C", "C", "H", "C", "C", "H", "H", "N", "H", "H", "O", "C", "C", "H", "C", "H", "C", "C", "H", "C", "C", "H", "C", "C", "H", "H", "O", "C", "C", "H", "O", "C", "C", "O", "H", "H", "H", "C", "H", "H", "C", "H", "H", "N", "H", "H", "H", "O", "C", "C", "H", "C"], "positions_angstrom": [[-4.29, 1.17, -0.90], [2.33, 4.32, 2.58], [2.92, 2.42, 1.79], [2.35, 3.68, 1.72], [-2.10, -0.15, -0.95], [2.51, -1.66, -2.15], [-0.29, -1.69, -0.27], [3.87, -2.47, -0.03], [-4.91, 1.24, 2.49], [-5.88, 0.53, 1.19], [-1.66, -1.31, -0.33], [-3.23, 2.00, 0.79], [-3.78, 1.84, -1.60], [3.41, -0.39, 1.91], [-4.26, 1.77, 0.50], [0.52, -1.53, -1.38], [-4.83, -1.75, 0.02], [1.58, -2.50, 0.99], [-2.99, -0.18, 1.87], [0.23, -2.19, 0.92], [1.86, -1.81, -1.29], [-3.88, -0.67, -1.91], [-3.93, -1.17, 0.19], [1.78, 4.09, 0.52], [-4.39, -1.18, 2.29], [2.96, 1.59, 0.68], [-2.69, -2.04, 0.23], [0.65, 1.57, -2.55], [5.49, -3.84, 0.11], [-1.39, 0.70, -1.42], [4.40, -3.86, 0.12], [1.78, 3.26, -0.59], [-5.32, 1.07, -1.22], [4.18, -0.22, -0.20], [-3.61, -0.19, -0.95], [3.52, 0.23, 0.87], [2.42, 1.14, -1.58], [1.88, 0.63, -3.43], [1.31, 3.61, -1.49], [4.06, -4.27, 1.06], [-4.86, 0.79, 1.50], [-4.82, 2.71, 0.51], [2.10, 2.38, -3.21], [2.40, -2.29, -0.11], [3.35, 2.06, 2.71], [0.10, -1.16, -2.31], [4.71, -1.52, -0.12], [4.03, -4.49, -0.68], [-0.40, -2.33, 1.78], [1.31, 5.06, 0.45], [-2.58, -3.14, 0.71], [-4.00, -0.47, 1.56], [2.38, 2.00, -0.54], [2.00, -2.86, 1.92], [1.72, 1.47, -2.75]]}


Entry 2
{"formula": "C24H24N2O5", "method": "ωB97M-V/def2-TZVPD", "homo_energy_ha": -0.30064, "spin_multiplicity": 1, "smiles": "CCCCCCc1cc2cc(-c3nnc(-c4cccc(OC)c4)o3)c(=O)oc2cc1O", "symbols": ["H", "C", "H", "H", "C", "H", "H", "H", "C", "C", "C", "H", "O", "H", "H", "C", "H", "H", "H", "N", "C", "H", "C", "C", "H", "O", "C", "C", "C", "C", "H", "O", "H", "H", "C", "C", "C", "C", "H", "H", "N", "C", "C", "C", "C", "H", "O", "H", "C", "H", "C", "C", "O", "H", "H"], "positions_angstrom": [[-1.39, -3.08, 1.95], [-0.03, -1.66, 1.34], [-0.77, 5.38, 5.46], [-0.23, -4.63, -4.08], [-0.60, -2.88, 1.10], [0.95, 4.58, 3.89], [3.41, 8.41, 2.41], [-1.73, -5.04, 1.10], [1.44, 5.33, 3.71], [2.19, 5.19, 2.62], [2.92, 7.55, 2.79], [-0.64, 6.07, 7.05], [-0.20, 1.19, 3.26], [1.53, -1.91, -1.83], [-2.35, -2.65, -4.41], [2.29, 7.53, 4.11], [-1.64, -4.90, -5.64], [-4.73, -4.21, -6.16], [1.50, -4.65, -2.38], [2.74, 3.78, 0.56], [-2.72, -3.88, -4.15], [1.85, 0.23, -0.60], [-1.84, -4.14, -2.99], [0.58, -4.54, -1.94], [-2.20, -5.12, -2.80], [1.43, 3.14, 2.12], [2.19, 4.18, 1.55], [1.15, 0.06, 0.25], [0.65, -1.37, 0.31], [2.88, 6.51, 2.08], [-3.28, -3.58, -6.87], [-0.42, -0.72, 2.18], [2.20, 8.56, 4.79], [-2.96, -5.75, -4.85], [0.89, -2.29, -0.96], [-0.59, -3.88, 0.31], [1.48, 2.22, 1.20], [-3.71, -4.34, -6.44], [-2.09, -3.41, -2.26], [0.81, 4.66, 6.31], [2.63, 2.46, 0.37], [-0.18, -4.10, -3.37], [1.64, 6.52, 4.45], [-2.72, -4.85, -5.36], [0.38, -3.52, -0.81], [3.31, 6.47, 1.27], [-0.98, -5.08, 0.29], [-0.06, -3.02, -3.60], [-0.04, 5.51, 6.26], [-3.72, -5.09, -7.33], [0.19, 0.30, 2.30], [1.14, 0.84, 1.16], [0.86, 6.76, 5.58], [-3.65, -3.65, -3.76], [0.23, -5.46, -1.53]]}


Stability check: which of them is most stable? entry 1.


Entry 1
{"formula": "C4H5NOS2", "method": "ωB97M-V/def2-TZVPD", "homo_energy_ha": -0.31999, "spin_multiplicity": 1, "smiles": "O=C1CC=NSCS1", "symbols": ["O", "C", "H", "S", "N", "H", "C", "S", "C", "H", "C", "H", "H"], "positions_angstrom": [[2.78, 0.05, -0.19], [-0.77, -1.71, 0.42], [0.25, 1.03, -1.59], [0.94, -1.72, -0.14], [-1.73, 0.73, 0.27], [1.24, 2.00, -0.50], [-0.57, 1.29, 0.33], [-1.85, -0.70, -0.68], [0.61, 1.10, -0.52], [-0.49, 2.06, 1.09], [1.57, -0.04, -0.25], [-0.82, -1.37, 1.44], [-1.18, -2.72, 0.30]]}


Entry 2
{"formula": "C4H5NOS2", "method": "ωB97M-V/def2-TZVPD", "homo_energy_ha": -0.32683, "spin_multiplicity": 1, "smiles": "On1cc(S)cc1S", "symbols": ["O", "H", "N", "S", "C", "H", "H", "H", "C", "S", "H", "C", "C"], "positions_angstrom": [[1.44, 1.94, 0.34], [-0.63, 2.44, -0.03], [0.64, 0.87, -0.22], [-3.02, -0.32, 0.15], [0.87, -0.42, 0.07], [1.77, 2.68, -0.48], [2.94, -1.24, 1.32], [-3.33, -0.79, -1.03], [-1.29, -0.01, -0.23], [2.54, -0.99, -0.12], [-0.48, -2.13, 0.29], [-0.68, 1.20, -0.21], [-0.32, -1.04, 0.08]]}


Entry 3
{"formula": "C4H5NOS2", "method": "ωB97M-V/def2-TZVPD", "homo_energy_ha": -0.34057, "spin_multiplicity": 1, "smiles": "SCc1cnoc1S", "symbols": ["H", "C", "O", "N", "C", "S", "H", "H", "C", "C", "H", "H", "S"], "positions_angstrom": [[-1.19, 1.51, 1.11], [-0.05, -0.13, 0.34], [1.70, -1.46, 0.01], [0.84, -2.11, 0.94], [-0.19, -1.34, 1.14], [-2.57, 0.63, -0.48], [-0.89, -1.68, 1.84], [-0.49, 1.80, -0.44], [-0.95, 1.05, 0.19], [1.09, -0.35, -0.38], [2.93, 1.20, -0.93], [-2.18, 0.29, -1.76], [1.94, 0.59, -1.59]]}


Stability check: which of them is most stable? entry 1.


Entry 1
{"formula": "C6H14O3", "method": "ωB97M-V/def2-TZVPD", "homo_energy_ha": -0.34985, "spin_multiplicity": 1, "smiles": "C[C@H](O)[C@@H](C)CC(O)O", "symbols": ["H", "O", "H", "H", "O", "C", "H", "H", "C", "H", "C", "H", "H", "C", "O", "H", "C", "H", "H", "H", "H", "H", "C"], "positions_angstrom": [[-2.39, -0.12, -0.49], [-0.12, 3.30, 0.07], [1.99, -1.62, 0.91], [-1.77, -1.51, -1.40], [-0.37, -2.86, 0.06], [0.12, 2.15, -0.69], [0.59, -0.53, -1.08], [0.00, 4.08, -0.49], [-0.25, -0.38, -0.38], [-1.55, 0.13, -2.03], [-0.07, 0.87, 0.39], [0.38, -3.02, -0.52], [2.04, 2.15, -0.53], [-1.57, -0.47, -1.12], [1.40, 2.16, -1.25], [0.83, 0.89, 1.00], [-0.17, -1.65, 0.75], [1.18, -2.65, 2.09], [-1.03, -1.55, 1.41], [1.15, -0.90, 2.30], [-0.93, 1.11, 1.01], [-0.56, 2.12, -1.55], [1.12, -1.70, 1.56]]}


Entry 2
{"formula": "C6H14O3", "method": "ωB97M-V/def2-TZVPD", "homo_energy_ha": [-0.28888, -0.28886], "spin_multiplicity": 1, "symbols": ["H", "H", "H", "C", "H", "O", "C", "C", "H", "H", "H", "O", "H", "H", "H", "H", "O", "C", "H", "C", "H", "C", "H"], "positions_angstrom": [[1.09, -1.74, -0.32], [0.56, 0.25, -2.30], [-2.38, 0.34, 0.09], [0.07, 0.35, 1.01], [1.59, -0.91, 1.85], [-0.38, -2.41, 0.87], [0.71, 0.88, -1.42], [-1.72, 0.66, -0.72], [-1.89, 1.73, -0.89], [-1.95, 0.11, -1.62], [0.52, 1.91, -1.70], [-0.22, 2.22, 1.08], [1.54, 0.74, 2.48], [0.63, 2.65, 0.96], [-0.74, 0.09, 1.68], [2.24, 0.43, 0.89], [-0.69, -1.94, -1.36], [-0.27, 0.47, -0.36], [-1.32, -2.28, 1.02], [1.45, 0.14, 1.58], [-0.58, -2.89, -1.53], [0.01, -1.61, -0.20], [1.75, 0.79, -1.10]]}


Stability check: which of them is most stable? entry 1.